ORCA calculation (wB97M-V/def2-TZVPD) on a single C3H3FN2S molecule.

Geometry (Å):
C 0.2444 -1.4752 -0.0560
C 1.8508 -0.0492 -0.0082
C 0.7475 0.7403 -0.0215
H -2.1927 -0.7965 1.3073
H -0.3638 -2.4463 -0.3168
H 3.0044 0.1159 0.0755
N -0.2782 -0.3031 -0.0873
N 1.5686 -1.3204 0.0864
F 0.5808 2.0967 0.0256
S -1.9852 0.0204 -0.0485

The value obtained for the energy above the lowest of the compared OMol25 structures with the same formula, charge and spin is 270.5 kJ/mol. As for the SMILES: Fc1cncn1S. The value obtained for the HOMO energy is -9.0512 eV. Its multiplicity is 1. The HOMO-LUMO gap is 8.96 eV.

Results of the Mulliken charge analysis, in e, for atoms 1 through 5: 0.167 -0.215 0.278 0.183 0.285

=====

ORCA calculation (wB97M-V/def2-TZVPD) on a single C3H3FN2S2 molecule.

Geometry (Å):
C -1.0503 0.0639 -0.1874
C -0.5229 1.3443 -0.0107
C 0.8716 1.0113 -0.2348
H -2.5125 -1.7574 0.0917
H -1.2613 2.2505 -0.1106
H 1.8907 -1.8446 1.2102
N 1.0141 -0.2936 -0.3895
N -0.1492 -0.9121 -0.3141
F 2.0564 1.7603 0.0332
S -2.8934 -0.4042 -0.0224
S 2.5568 -1.2184 -0.0655

The value obtained for the energy above the lowest of the compared OMol25 structures with the same formula, charge and spin is 176.3 kJ/mol. As for the SMILES: Fc1cc(S)nn1S. The value obtained for the HOMO energy is -9.0463 eV. Its multiplicity is 1. The HOMO-LUMO gap is 8.95 eV.

Results of the Mulliken charge analysis, in e, for atoms 1 through 5: 0.408 -0.405 0.364 0.177 0.273

=====

ORCA calculation (wB97M-V/def2-TZVPD) on 2 unconnected molecules or ions with the total composition C3H3FO.

Geometry (Å):
C -1.8958 -0.0628 -0.4095
C 1.0422 0.6142 -0.3061
C 0.3818 -0.3774 0.2316
O -2.6261 -0.1131 0.4518
F 0.3396 -1.5929 -0.3307
H 1.3480 0.5190 -1.2432
H 1.3294 1.4940 0.2755
H 0.0810 -0.4809 1.3306

The value obtained for the energy above the lowest of the compared OMol25 structures with the same formula, charge and spin is 72.6 kJ/mol. The value obtained for the HOMO energy is -9.9157 eV. Its multiplicity is 1. The HOMO-LUMO gap is 10.73 eV.

Results of the Mulliken charge analysis, in e, for atoms 1 through 5: 0.184 -0.657 -0.031 -0.183 -0.242

=====

ORCA calculation (wB97M-V/def2-TZVPD) on a molecular structure, C3H3FO3Yb.

Geometry (Å):
C 1.0529 0.9356 -0.7629
C -0.1347 0.2500 -1.2941
F 0.8592 2.1844 -0.3099
H 2.0588 0.5299 -0.6646
H 0.1266 -0.7662 -1.6075
H -0.6600 0.8431 -2.0492
O -1.2156 0.1099 -0.1733
C -0.8181 -0.4693 0.9156
O -1.6366 -1.0125 1.7148
O 0.4398 -0.7038 1.0942
Yb -0.0724 -1.9012 3.1369

The value obtained for the energy above the lowest of the compared OMol25 structures with the same formula, charge and spin is 0.0 kJ/mol. The expectation value of S² is 0.754. As for the total charge: +1. The value obtained for the HOMO energy (alpha / beta) is -10.9611 / -13.9822 eV. Its multiplicity is 2. The HOMO-LUMO gap (alpha / beta) is 5.12 / 8.11 eV.

Results of the Mulliken charge analysis, in e, for atoms 1 through 5: -0.132 -0.269 -0.230 0.395 0.268

=====

ORCA calculation (wB97M-V/def2-TZVPD) on a single C3H3FO5S molecule.

Geometry (Å):
O 0.2966 2.6808 -1.7162
C 0.0315 1.6409 -1.2382
O -0.9836 0.8173 -1.5606
C -0.7673 -0.4450 -0.8537
C -0.1523 0.1536 0.3879
S 0.8382 -0.9227 1.4181
O 1.4153 -0.1226 2.4373
O 1.6371 -1.7527 0.5875
F -0.2953 -1.7950 2.0202
O 0.7551 1.0670 -0.1989
H -0.0852 -1.0276 -1.4705
H -1.7345 -0.9316 -0.7638
H -0.9556 0.6374 0.9508

The value obtained for the energy above the lowest of the compared OMol25 structures with the same formula, charge and spin is 0.0 kJ/mol. As for the SMILES: O=C1OC[C@@H](S(=O)(=O)F)O1. The value obtained for the HOMO energy is -11.8328 eV. Its multiplicity is 1. The HOMO-LUMO gap is 12.19 eV.

Results of the Mulliken charge analysis, in e, for atoms 1 through 5: -0.462 0.591 -0.331 -0.464 0.137

=====

ORCA calculation (wB97M-V/def2-TZVPD) on 2 unconnected molecules or ions with the total composition C3H3FOS.

Geometry (Å):
C 0.6259 1.2154 -0.6872
C -0.4699 -1.1524 0.0083
C 0.0218 -0.2073 0.9193
O 1.7320 1.0563 -0.9711
F -0.8294 0.4285 1.6848
S -2.0235 -1.0515 -0.6347
H -0.1579 1.8334 -1.1272
H 0.1158 -1.8471 -0.5455
H 0.9851 -0.2752 1.3533

The value obtained for the energy above the lowest of the compared OMol25 structures with the same formula, charge and spin is 275.6 kJ/mol. The value obtained for the HOMO energy (alpha / beta) is -8.4968 / -8.5002 eV. Its multiplicity is 1. The HOMO-LUMO gap (alpha / beta) is 7.37 / 7.39 eV.

Results of the Mulliken charge analysis, in e, for atoms 1 through 5: 0.082 -0.343 -0.127 -0.288 -0.238

=====

ORCA calculation (wB97M-V/def2-TZVPD) on a molecular structure, C3H3FP2.

Geometry (Å):
C -0.3741 0.9498 0.2106
C -1.6665 0.5476 0.1790
C 1.7512 -0.8853 -0.2764
F -2.7926 1.2735 0.0880
P 0.1697 -0.8401 0.1921
P -1.8427 -1.2489 0.3613
H 0.3196 1.7550 0.1058
H 2.0271 0.1972 -0.4969
H 2.4082 -1.7488 -0.3635

The value obtained for the energy above the lowest of the compared OMol25 structures with the same formula, charge and spin is 206.9 kJ/mol. The value obtained for the HOMO energy (alpha / beta) is -7.7369 / -7.7373 eV. Its multiplicity is 1. The HOMO-LUMO gap (alpha / beta) is 7.22 / 7.22 eV.

Results of the Mulliken charge analysis, in e, for atoms 1 through 5: -0.509 0.283 -0.677 -0.236 0.538

=====

ORCA calculation (wB97M-V/def2-TZVPD) on a single C3H3FP2 molecule.

Geometry (Å):
C 0.9498 -1.4590 0.0575
C 1.9273 -0.4462 -0.0232
C -0.3721 0.7683 0.1696
F 3.2407 -0.7057 0.0497
P -0.6889 -0.9728 0.0268
P 1.5476 1.2755 -0.0233
H 1.1303 -2.4597 -0.1569
H -1.0982 1.3107 -0.3370
H -0.5263 0.9139 1.1984

The value obtained for the energy above the lowest of the compared OMol25 structures with the same formula, charge and spin is 6.4 kJ/mol. As for the SMILES: FC1=PCP=C1. The value obtained for the HOMO energy is -8.2523 eV. Its multiplicity is 1. The HOMO-LUMO gap is 7.31 eV.

Results of the Mulliken charge analysis, in e, for atoms 1 through 5: -0.397 0.286 -0.830 -0.237 -0.038

=====

ORCA calculation (wB97M-V/def2-TZVPD) on a molecular structure, C3H3FeLiO3.

Geometry (Å):
C -0.0677 -0.6743 0.0337
C 0.9393 -0.8148 1.1070
O 1.0276 0.3214 0.2732
C -1.2737 0.9220 -1.2528
O -0.6759 1.7796 -1.8179
O -2.2495 0.6605 -0.6099
Li -2.3515 -0.6759 0.8299
H 0.1893 -1.2827 -0.8436
H 1.8286 -1.4423 0.9919
H 0.8158 -0.4539 2.1332
Fe 1.8178 1.6604 -0.8449

The value obtained for the energy above the lowest of the compared OMol25 structures with the same formula, charge and spin is 189.2 kJ/mol. The expectation value of S² is 8.754. As for the total charge: +1. The value obtained for the HOMO energy (alpha / beta) is -11.3385 / -12.5798 eV. Its multiplicity is 6. The HOMO-LUMO gap (alpha / beta) is 7.09 / 7.70 eV.

Results of the Mulliken charge analysis, in e, for atoms 1 through 5: -0.806 -0.237 -0.232 0.988 -0.371

=====

ORCA calculation (wB97M-V/def2-TZVPD) on a molecular structure, C3H3HgLiO2.

Geometry (Å):
C 0.6524 0.2206 0.0270
C 1.1117 -0.3520 1.1528
H 2.1491 -0.1891 1.4438
H 1.4001 0.8896 -0.4287
H 0.4826 -1.0389 1.7223
O -0.9029 -2.0412 -0.5897
C -1.6479 -1.2959 -1.1505
O -0.7393 0.7433 -0.4237
Li -1.2925 0.6517 -2.3703
Hg -1.2131 2.4120 0.6169

The value obtained for the energy above the lowest of the compared OMol25 structures with the same formula, charge and spin is 0.0 kJ/mol. The value obtained for the HOMO energy is -6.3816 eV. Its multiplicity is 1. The HOMO-LUMO gap is 5.21 eV.

Results of the Mulliken charge analysis, in e, for atoms 1 through 5: -0.047 -0.590 0.253 0.313 0.233

=====

ORCA calculation (wB97M-V/def2-TZVPD) on a molecular structure, C3H3HgO2.

Geometry (Å):
C -1.4154 0.3376 1.5119
C -2.3574 -0.4136 2.1811
H -1.3355 1.4282 1.7806
H 0.0024 -0.0241 1.2749
H -1.8469 0.2649 0.4857
O 2.1826 -1.7031 1.4424
C 1.7548 -0.6583 1.0902
O 2.0697 0.3842 0.5612
Hg 0.6846 2.2729 0.1237

The value obtained for the energy above the lowest of the compared OMol25 structures with the same formula, charge and spin is 433.6 kJ/mol. The expectation value of S² is 0.772. The value obtained for the HOMO energy (alpha / beta) is -8.6661 / -8.6390 eV. Its multiplicity is 2. The HOMO-LUMO gap (alpha / beta) is 7.24 / 6.71 eV.

Results of the Mulliken charge analysis, in e, for atoms 1 through 5: -0.220 -0.333 0.321 -0.100 0.397

=====

ORCA calculation (wB97M-V/def2-TZVPD) on a molecular structure, C3H3HgO2.

Geometry (Å):
C 1.6963 0.9269 -0.9542
C 0.7333 0.7434 0.0495
H 1.5957 0.3486 -1.8881
H 1.2166 1.9396 -1.1636
H 2.7354 1.1362 -0.6481
O -2.4117 -2.5860 -0.1680
C -2.5542 -2.0087 0.8324
O -2.2494 -1.2023 1.6220
Hg -0.7621 0.7024 2.3181

The value obtained for the energy above the lowest of the compared OMol25 structures with the same formula, charge and spin is 183.7 kJ/mol. The expectation value of S² is 2.010. As for the total charge: +1. The value obtained for the HOMO energy (alpha / beta) is -13.4049 / -16.1148 eV. Its multiplicity is 3. The HOMO-LUMO gap (alpha / beta) is 8.02 / 8.66 eV.

Results of the Mulliken charge analysis, in e, for atoms 1 through 5: -0.465 -0.200 0.316 0.276 0.313

=====

ORCA calculation (wB97M-V/def2-TZVPD) on a molecular structure, C3H3HgO4.

Geometry (Å):
C 0.8997 0.0299 -0.4074
C 0.6763 -1.1875 0.2094
O -0.3636 -1.9420 0.0345
H 0.3658 0.2394 -1.3404
H 1.3983 -1.4778 0.9999
C -1.8824 1.6174 0.5078
O -2.5609 0.7446 0.0927
Hg -2.3437 -1.5094 -0.7734
O 2.1616 0.6028 -0.4312
H 2.4210 0.8421 0.4646
O -0.7721 2.0405 0.6435

The value obtained for the energy above the lowest of the compared OMol25 structures with the same formula, charge and spin is 143.2 kJ/mol. The expectation value of S² is 0.761. The value obtained for the HOMO energy (alpha / beta) is -7.4236 / -7.2771 eV. Its multiplicity is 2. The HOMO-LUMO gap (alpha / beta) is 6.43 / 4.76 eV.

Results of the Mulliken charge analysis, in e, for atoms 1 through 5: -0.452 0.219 -0.672 0.276 0.267

=====

ORCA calculation (wB97M-V/def2-TZVPD) on a single C3H3I molecule.

Geometry (Å):
C 0.3258 0.8364 0.7940
C 0.8550 1.4795 2.0581
C 0.4104 -0.3616 0.1243
I 2.1463 0.2598 3.1509
H -0.3816 1.7014 0.5278
H 0.1247 -0.6150 -0.8397
H 1.1325 -1.1166 0.5736

The value obtained for the energy above the lowest of the compared OMol25 structures with the same formula, charge and spin is 231.8 kJ/mol. The value obtained for the HOMO energy is -8.6101 eV. Its multiplicity is 1. The HOMO-LUMO gap is 6.88 eV.

Results of the Mulliken charge analysis, in e, for atoms 1 through 5: -0.068 -0.349 -0.350 0.052 0.281

=====

ORCA calculation (wB97M-V/def2-TZVPD) on 2 unconnected molecules or ions with the total composition C3H3I.

Geometry (Å):
C 0.5568 0.9629 -0.0358
C -0.5169 0.2930 0.1141
C 0.6009 -0.6375 0.0405
I -3.5700 -0.1363 -0.0428
H 1.1739 1.8168 -0.1448
H 0.7884 -1.1856 -0.8724
H 0.9668 -1.1134 0.9412

The value obtained for the energy above the lowest of the compared OMol25 structures with the same formula, charge and spin is 303.5 kJ/mol. The value obtained for the HOMO energy is -9.2771 eV. Its multiplicity is 1. The HOMO-LUMO gap is 6.50 eV.

Results of the Mulliken charge analysis, in e, for atoms 1 through 5: -0.262 -0.077 -0.374 -0.075 0.368

=====

ORCA calculation (wB97M-V/def2-TZVPD) on a molecular structure, C3H3IN2O.

Geometry (Å):
C -0.8793 1.7341 0.0895
C 0.5209 -0.4717 0.6008
C -0.4632 0.2655 -0.2418
N -1.1614 2.7715 0.4475
N 1.4339 -1.0544 -0.0224
O -0.1470 0.1995 -1.5939
I -2.2511 -0.9299 0.2119
H 0.3938 -0.5389 1.7555
H 1.9849 -1.6620 0.5445
H 0.5684 -0.3136 -1.7917

The value obtained for the energy above the lowest of the compared OMol25 structures with the same formula, charge and spin is 152.9 kJ/mol. The expectation value of S² is 2.008. The value obtained for the HOMO energy (alpha / beta) is -6.4550 / -10.5930 eV. Its multiplicity is 3. The HOMO-LUMO gap (alpha / beta) is 6.91 / 6.43 eV.

Results of the Mulliken charge analysis, in e, for atoms 1 through 5: 0.075 -0.160 0.408 -0.347 -0.589

=====

ORCA calculation (wB97M-V/def2-TZVPD) on a molecular structure, C3H3IN2S.

Geometry (Å):
C -0.7408 0.1474 0.6846
C -0.3165 -1.1127 0.6027
C 1.5970 -0.8226 -1.1460
N 2.3759 0.0069 -1.2749
N -0.8821 1.1388 -0.2189
S 0.2942 -1.8552 -0.9148
I -0.1578 2.9671 0.3563
H -1.1571 0.4328 1.6896
H -0.4956 -1.7796 1.2684
H -0.5172 0.8770 -1.0469

The value obtained for the energy above the lowest of the compared OMol25 structures with the same formula, charge and spin is 177.9 kJ/mol. The value obtained for the HOMO energy is -8.9917 eV. Its multiplicity is 1. The HOMO-LUMO gap is 8.28 eV.

Results of the Mulliken charge analysis, in e, for atoms 1 through 5: 0.110 -0.638 0.338 -0.381 -0.655

=====

ORCA calculation (wB97M-V/def2-TZVPD) on a single C3H3IN2S molecule.

Geometry (Å):
C 0.1289 -1.1190 -0.1209
C -0.5648 -0.6415 0.8649
C -0.1414 1.3257 0.4014
N 0.5975 -0.3455 -1.1238
N 0.4772 1.0202 -0.7744
S -0.7219 2.5320 1.2756
I -1.5563 -1.4731 2.4956
H 0.0571 -2.2554 -0.1930
H 1.5935 -0.5976 -1.2315
H 0.1302 1.5543 -1.5938

The value obtained for the energy above the lowest of the compared OMol25 structures with the same formula, charge and spin is 318.2 kJ/mol. The value obtained for the HOMO energy is -8.2187 eV. Its multiplicity is 1. The HOMO-LUMO gap is 8.34 eV.

Results of the Mulliken charge analysis, in e, for atoms 1 through 5: 0.026 -0.569 0.235 -0.308 -0.116

=====

ORCA calculation (wB97M-V/def2-TZVPD) on a molecular structure, C3H3IO.

Geometry (Å):
C 0.2808 0.6622 -0.1532
C 1.0398 -1.5766 0.2176
C 1.2872 -0.2018 0.0782
O 1.9995 -2.5406 -0.1272
I 3.2649 0.2366 0.0077
H 0.4669 1.8007 -0.2222
H -0.8004 0.4968 0.1214
H -0.0861 -1.9187 0.3674

The value obtained for the energy above the lowest of the compared OMol25 structures with the same formula, charge and spin is 129.1 kJ/mol. The value obtained for the HOMO energy is -9.4687 eV. Its multiplicity is 1. The HOMO-LUMO gap is 8.36 eV.

Results of the Mulliken charge analysis, in e, for atoms 1 through 5: -0.624 -0.047 0.194 -0.490 0.200

=====

ORCA calculation (wB97M-V/def2-TZVPD) on a single C3H3IO2 molecule.

Geometry (Å):
C 1.1069 1.0424 -0.0669
C -0.9224 -0.7766 0.4471
C -0.5101 0.2634 -0.5038
O 1.3590 2.1768 -0.0366
O -0.2218 -1.0829 -0.7121
I 2.6270 -0.4342 0.1762
H -0.3630 -0.9864 1.2658
H -1.9449 -1.1458 0.6453
H -1.1307 0.9433 -1.2151

The value obtained for the energy above the lowest of the compared OMol25 structures with the same formula, charge and spin is 207.9 kJ/mol. As for the SMILES: O=C(I)[C@@H]1CO1. The value obtained for the HOMO energy is -9.4540 eV. Its multiplicity is 1. The HOMO-LUMO gap is 9.84 eV.

Results of the Mulliken charge analysis, in e, for atoms 1 through 5: 0.122 -0.337 0.210 -0.374 -0.349